(1)
165
Properties=species:S:1:pos:R:3 method="wB97M-V/def2-TZVPD" largest_force_ha_per_bohr=0.0863 homo_energy_ev=-4.91 charge=-1
C -0.32 -2.89 0.42
O -0.22 -3.15 1.84
C -0.08 -1.98 2.65
C -0.99 -0.81 2.28
C -0.30 0.36 1.56
C -0.73 1.75 2.07
C -2.07 2.18 1.49
C -1.92 2.76 0.08
C -2.15 1.78 -1.08
C -3.38 0.87 -0.92
C -3.03 -0.65 -0.86
C -3.42 -1.50 -2.07
B -2.58 -2.91 -2.26
C -3.49 -4.20 -1.88
C -2.81 -5.56 -2.11
C -1.83 -5.96 -1.03
F -2.48 -6.04 0.23
O -1.26 -2.89 -1.48
C -0.36 -2.36 -2.43
C -0.71 -3.21 -3.63
C 0.02 -3.01 -4.96
C 1.52 -3.31 -4.80
C 1.84 -4.75 -5.17
I 2.76 -1.96 -5.97
O -2.09 -3.03 -3.74
H -1.34 -2.67 0.10
H 0.33 -2.04 0.13
H 0.02 -3.79 -0.09
H 0.98 -1.66 2.65
H -0.31 -2.33 3.67
H -1.40 -0.40 3.21
H -1.85 -1.19 1.71
H -0.46 0.30 0.47
H 0.79 0.26 1.72
H 0.05 2.49 1.84
H -0.82 1.69 3.17
H -2.50 2.95 2.14
H -2.75 1.31 1.53
H -0.90 3.17 0.02
H -2.59 3.64 -0.03
H -1.25 1.19 -1.25
H -2.28 2.39 -1.99
H -3.94 1.14 0.00
H -4.08 1.01 -1.76
H -3.52 -1.09 0.02
H -1.94 -0.73 -0.69
H -3.38 -0.91 -3.00
H -4.49 -1.77 -1.94
H -4.43 -4.18 -2.44
H -3.75 -4.14 -0.81
H -3.55 -6.37 -2.18
H -2.27 -5.55 -3.08
H -1.42 -6.97 -1.21
H -1.02 -5.24 -0.92
H -0.68 -1.33 -2.70
H 0.68 -2.33 -2.08
H -0.48 -4.26 -3.32
H -0.38 -3.76 -5.66
H -0.19 -2.02 -5.40
H 1.85 -3.13 -3.77
H 2.92 -4.95 -5.20
H 1.39 -5.37 -4.38
H 1.40 -5.04 -6.13
O 0.84 4.69 -0.25
H 0.96 5.58 0.09
H 1.73 4.46 -0.54
O 0.05 0.94 -3.28
H 0.20 1.87 -3.48
H 0.57 0.45 -3.92
O 0.03 4.82 3.19
H -0.81 4.63 3.62
H 0.56 4.04 3.35
O 0.51 -5.98 2.30
H 0.44 -5.02 2.20
H 0.50 -6.12 3.25
O 2.31 6.36 4.85
H 1.70 6.94 5.32
H 1.72 5.91 4.23
O -2.51 0.44 5.19
H -2.68 -0.47 5.48
H -3.36 0.88 5.36
O -3.58 4.89 2.97
H -4.53 4.94 2.84
H -3.30 5.80 2.80
O 4.28 5.12 2.55
H 3.81 5.11 3.40
H 4.95 5.81 2.68
O 0.15 6.46 6.92
H -0.73 6.27 7.28
H 0.68 5.68 7.14
O 2.16 7.93 8.56
H 1.41 7.43 8.21
H 2.66 8.23 7.80
O -5.26 0.59 6.02
H -5.45 -0.32 6.28
H -6.10 1.05 6.12
O -3.34 1.78 -4.34
H -4.17 1.58 -3.88
H -2.75 1.08 -4.03
O 0.26 -0.73 6.38
H -0.27 -0.41 5.64
H 0.64 -1.56 6.08
O -3.35 7.82 3.67
H -3.70 7.84 4.57
H -2.71 8.55 3.66
O 3.12 -1.66 -1.31
H 3.65 -1.81 -0.52
H 3.29 -0.74 -1.55
O 0.03 -7.32 -4.44
H -0.72 -7.51 -3.87
H 0.66 -8.02 -4.27
O 6.20 -1.17 -1.57
H 5.61 -0.87 -2.27
H 6.54 -2.01 -1.90
O 0.31 -0.84 -8.66
H 0.92 -1.31 -8.09
H -0.47 -0.68 -8.12
O -5.72 -2.72 0.08
H -5.18 -3.16 0.75
H -6.55 -2.51 0.52
O 7.56 -3.11 -3.82
H 6.98 -2.81 -4.53
H 7.89 -3.96 -4.14
O 4.96 -5.11 -3.64
H 5.64 -4.49 -3.37
H 4.16 -4.80 -3.19
O 10.77 -3.35 -3.34
H 9.90 -3.21 -3.73
H 10.76 -2.80 -2.54
O -1.03 9.31 4.71
H -0.64 9.16 5.58
H -0.75 10.20 4.46
O -2.72 5.40 6.72
H -3.61 5.50 7.08
H -2.73 4.51 6.36
O -4.95 3.73 5.44
H -5.68 3.16 5.17
H -4.58 4.05 4.61
O 3.73 10.15 9.59
H 3.37 9.26 9.73
H 2.95 10.71 9.58
O 3.63 5.69 -0.33
H 3.91 5.49 0.58
H 3.97 6.57 -0.52
O -6.35 -5.02 -3.71
H -7.05 -5.66 -3.87
H -6.02 -4.78 -4.58
O -2.85 -6.04 2.80
H -2.39 -5.19 2.69
H -2.43 -6.59 2.13
O 12.03 -1.16 -1.52
H 12.08 -0.25 -1.21
H 12.85 -1.31 -2.00
O -0.92 1.62 7.67
H -1.49 1.74 6.90
H -0.49 0.78 7.46
O -1.40 0.89 -10.45
H -2.23 0.70 -10.02
H -0.78 0.22 -10.13
O 4.66 -6.24 -7.23
H 4.34 -5.35 -7.45
H 4.77 -6.21 -6.27
O 4.02 -0.90 -9.60
H 3.77 -0.94 -8.68
H 4.57 -0.12 -9.68


(2)
41
Properties=species:S:1:pos:R:3 method="wB97M-V/def2-TZVPD" relative_energy_ev=0.000 largest_force_ha_per_bohr=0.0260 homo_energy_ev=-7.36 charge=0
Ba 0.55 -0.29 1.97
O 2.14 0.61 -3.58
C 2.85 1.56 -2.92
C 3.50 2.56 -3.64
C 4.20 3.56 -2.98
C 4.24 3.58 -1.60
C 3.59 2.59 -0.89
C 2.90 1.56 -1.52
C 2.24 0.53 -0.66
O 1.90 0.92 0.51
N 2.08 -0.68 -1.14
N 1.45 -1.47 -0.17
C 1.07 -2.61 -0.57
C 0.36 -3.52 0.35
C -0.14 -4.72 -0.13
C -0.84 -5.55 0.73
C -1.01 -5.15 2.05
C -0.47 -3.93 2.44
N 0.21 -3.13 1.63
H 2.15 0.81 -4.52
H 3.45 2.55 -4.72
H 4.70 4.33 -3.56
H 4.77 4.37 -1.07
H 3.59 2.60 0.19
H 1.22 -2.92 -1.61
H 0.00 -4.98 -1.17
H -1.25 -6.48 0.38
H -1.55 -5.75 2.76
H -0.60 -3.59 3.46
F -5.28 4.30 1.95
C -4.64 3.14 1.81
C -3.26 3.11 1.67
F -2.56 4.25 1.68
C -2.62 1.89 1.53
F -1.27 1.92 1.40
C -3.29 0.68 1.52
Se -2.35 -0.97 1.30
C -4.67 0.74 1.67
F -5.40 -0.37 1.68
C -5.34 1.95 1.81
F -6.67 1.96 1.95


(3)
43
Properties=species:S:1:pos:R:3 method="wB97M-V/def2-TZVPD" largest_force_ha_per_bohr=0.0240 homo_energy_ev=-8.81 charge=0
Pd 0.28 0.57 0.43
Cl 3.29 0.31 1.92
C 1.88 0.16 2.92
C 0.63 0.25 2.35
C -0.47 0.15 3.20
Cl -2.06 0.30 2.51
C -0.34 -0.04 4.57
Cl -1.73 -0.16 5.57
C 0.94 -0.14 5.12
Cl 1.13 -0.40 6.81
C 2.05 -0.04 4.29
Cl 3.64 -0.16 4.97
O 0.47 2.57 0.74
C 0.25 3.43 -0.13
C -0.21 3.27 -1.47
C -0.46 4.46 -2.17
C -0.95 4.42 -3.44
C -1.22 3.19 -4.07
C -0.98 2.02 -3.42
C -0.45 2.00 -2.09
O -0.21 0.87 -1.55
N -1.21 5.67 -4.15
O -1.63 5.59 -5.29
O -0.86 6.71 -3.62
H 0.43 4.46 0.19
H -0.26 5.42 -1.71
H -1.62 3.20 -5.08
H -1.17 1.07 -3.89
N 0.74 -6.39 -0.36
C -0.32 -5.62 -0.62
S -1.72 -6.23 -1.21
C -0.14 -4.14 -0.35
C -1.20 -3.27 -0.55
C -1.03 -1.92 -0.30
N 0.12 -1.41 0.15
C 1.15 -2.24 0.33
C 1.06 -3.60 0.09
H 0.62 -7.38 -0.44
H 1.53 -6.06 0.18
H -2.15 -3.65 -0.90
H -1.84 -1.22 -0.44
H 2.07 -1.79 0.68
H 1.95 -4.19 0.25


(4)
42
Properties=species:S:1:pos:R:3 method="wB97M-V/def2-TZVPD" largest_force_ha_per_bohr=0.1193 homo_energy_ev=0.80 charge=-2
O -0.57 0.35 -3.56
C -0.23 -0.37 -2.72
Co 0.36 -1.61 -1.66
C -0.04 -2.95 -2.88
O 0.19 -3.57 -3.83
C 2.09 -1.48 -2.02
O 3.20 -1.43 -2.38
C -0.38 -2.14 -0.10
C -0.06 -0.82 -0.05
C 0.28 0.38 0.51
C -0.33 1.56 -0.16
C 0.24 2.85 -0.06
C -0.48 3.97 -0.47
C -1.73 3.79 -1.08
C -2.28 2.51 -1.29
C -1.56 1.40 -0.86
Co -1.71 -2.94 -1.40
C -2.91 -3.16 -0.14
O -3.69 -3.31 0.70
C -2.20 -4.43 -2.22
O -2.46 -5.39 -2.80
C -2.62 -1.73 -2.31
O -3.28 -1.00 -2.90
H -0.23 -2.84 0.74
H 0.63 1.06 1.95
H 1.23 2.90 0.40
H -0.03 4.95 -0.27
H -2.26 4.68 -1.39
H -3.26 2.41 -1.78
H -2.02 0.41 -0.91
C 1.42 0.16 1.55
C 2.80 0.91 1.65
O 3.65 0.92 0.76
N 3.17 1.36 2.92
C 2.43 1.27 4.10
O 2.60 1.97 5.07
N 1.51 0.22 4.05
C 1.17 -0.55 2.96
O 0.68 -1.67 3.12
H 1.73 -0.70 0.88
H 3.90 2.05 2.95
H 1.08 0.01 4.93


(5)
48
Properties=species:S:1:pos:R:3 method="wB97M-V/def2-TZVPD" multiplicity=6 relative_energy_ev=0.512 largest_force_ha_per_bohr=0.0619 homo_energy_ev="-18.78 / -18.82" charge=+3
Co 0.44 0.09 -0.30
O 2.86 -2.89 -1.93
C 2.26 -1.83 -1.56
O 1.10 -1.76 -1.05
C 3.07 -0.60 -1.71
C 4.28 -0.44 -2.38
C 4.88 0.81 -2.35
C 4.24 1.84 -1.67
C 2.98 1.60 -1.11
N 2.45 0.39 -1.06
C 2.15 2.46 -0.25
O 2.29 3.72 -0.38
O 1.26 1.98 0.43
H 2.39 -3.71 -1.83
H 4.70 -1.30 -2.87
H 5.86 0.98 -2.84
H 4.74 2.82 -1.57
H 2.99 4.04 -0.99
S -5.14 -1.49 4.37
N -3.60 -1.06 4.58
C -3.03 -0.92 3.43
C -1.65 -0.58 3.28
C -0.78 -0.30 4.32
C 0.50 0.07 4.01
C 0.87 0.24 2.69
N 0.04 -0.08 1.68
C -1.20 -0.48 1.96
C -2.07 -0.89 0.84
N -1.40 -0.98 -0.28
C -2.00 -1.44 -1.37
C -3.37 -1.79 -1.36
C -4.10 -1.66 -0.17
C -3.42 -1.21 1.01
C -3.91 -1.24 2.32
N -5.19 -1.54 2.75
H -1.23 -0.33 5.28
H 1.21 0.25 4.78
H 1.84 0.64 2.39
H -1.44 -1.51 -2.30
H -3.74 -2.20 -2.27
H -5.13 -1.96 -0.17
F 0.04 0.41 -2.34
P -1.09 1.89 -2.48
F -2.00 3.04 -2.16
F -0.99 1.85 -4.00
F -2.26 0.83 -2.44
F 0.26 2.67 -2.28
F -0.96 1.55 -0.67


(6)
54
Properties=species:S:1:pos:R:3 method="wB97M-V/def2-TZVPD" largest_force_ha_per_bohr=0.0148 homo_energy_ev=-12.50 charge=+1
Ti 0.32 -1.13 0.01
N 2.34 -2.89 2.16
C 1.28 -3.54 1.60
N 0.86 -4.74 1.89
N -0.21 -4.93 1.06
N -0.43 -3.93 0.33
N 0.52 -2.97 0.64
C 2.81 -1.72 1.64
N 3.97 -1.19 1.91
N 4.01 -0.06 1.14
N 2.96 0.10 0.47
N 2.10 -0.97 0.77
H 2.93 -3.39 2.82
O -0.33 6.17 2.49
C -0.33 5.99 1.16
O -0.42 6.92 0.41
C -0.06 4.59 0.66
C 0.52 3.59 1.43
C 0.74 2.33 0.90
C 0.41 2.10 -0.42
C -0.20 3.08 -1.20
C -0.42 4.33 -0.66
N 0.62 0.79 -0.98
C 0.97 0.68 -2.20
C 1.03 -0.65 -2.82
C 1.43 -0.84 -4.12
C 1.41 -2.14 -4.64
C 0.99 -3.17 -3.83
C 0.61 -2.91 -2.52
N 0.63 -1.67 -2.02
H -0.32 5.33 2.96
H 0.83 3.78 2.45
H 1.21 1.57 1.50
H -0.53 2.87 -2.21
H -0.87 5.12 -1.24
H 1.22 1.55 -2.81
H 1.74 0.00 -4.71
H 1.71 -2.32 -5.66
H 0.95 -4.19 -4.20
H 0.27 -3.69 -1.85
F -2.92 -2.83 1.52
C -2.59 -1.74 2.20
F -3.57 -1.45 3.04
F -1.48 -2.00 2.90
C -2.30 -0.52 1.23
O -0.93 -0.37 1.05
C -2.82 0.82 1.83
F -4.15 0.83 1.84
F -2.39 1.85 1.12
F -2.36 0.95 3.07
C -2.87 -0.77 -0.19
F -2.78 0.31 -0.96
F -2.03 -1.70 -0.76
F -4.10 -1.23 -0.21


(7)
43
Properties=species:S:1:pos:R:3 method="wB97M-V/def2-TZVPD" largest_force_ha_per_bohr=0.3742 homo_energy_ev=-8.78 charge=0
O 1.34 3.47 -4.11
C 1.14 2.65 -3.17
N 0.41 1.41 -3.47
N 0.38 0.51 -2.68
C -0.21 -0.37 -3.08
C -0.26 -1.67 -2.28
C 0.11 -1.60 -0.90
C -0.50 -2.68 -0.14
C -0.94 -3.88 -0.71
C -1.08 -3.98 -1.94
C -0.89 -3.08 -2.93
H -1.14 -2.99 -4.02
H -1.48 -4.73 -2.35
H -1.09 -4.85 0.02
O -0.28 -2.62 1.25
C -0.45 -1.72 2.04
C 0.13 -1.53 3.42
C -0.18 -0.63 4.23
C -1.36 0.25 3.92
C -1.77 0.19 2.63
C -1.63 -0.67 1.70
N -2.24 -0.91 0.45
O -2.88 -1.97 0.24
O -2.37 0.14 -0.10
H -2.87 1.02 2.29
N -1.59 1.35 4.88
O -2.29 2.36 4.55
O -1.08 1.24 5.85
H 0.33 -0.60 5.15
H 0.84 -2.38 3.61
H 0.19 -0.80 -0.53
H -0.60 -0.60 -4.21
H 0.14 1.38 -4.51
C 1.85 2.93 -1.94
C 1.27 2.38 -0.80
C 1.87 2.29 0.35
C 3.01 3.22 0.36
N 3.90 3.48 -0.69
C 3.04 3.43 -1.90
H 3.57 3.75 -2.89
H 3.87 3.25 1.42
Br 1.46 1.64 1.90
H 0.34 1.89 -0.88


(8)
44
Properties=species:S:1:pos:R:3 method="wB97M-V/def2-TZVPD" multiplicity=2 relative_energy_ev=2.383 largest_force_ha_per_bohr=0.0919 homo_energy_ev="-8.22 / -8.28" charge=0
V -0.15 -0.21 -0.13
O 0.53 2.78 2.35
C 0.44 1.69 1.80
N 0.35 1.45 0.49
C -0.11 2.51 -0.37
C -1.51 2.12 -0.76
C -2.35 2.90 -1.54
C -3.62 2.43 -1.85
C -4.02 1.20 -1.34
C -3.12 0.47 -0.58
N -1.88 0.91 -0.32
C 0.25 0.41 2.57
C 0.64 0.22 3.89
C 0.26 -0.94 4.53
C -0.52 -1.86 3.84
C -0.85 -1.60 2.52
N -0.47 -0.49 1.90
H 0.52 2.55 -1.27
H -0.08 3.48 0.15
H -2.01 3.85 -1.93
H -4.29 3.00 -2.48
H -5.00 0.80 -1.54
H -3.38 -0.50 -0.17
H 1.23 0.98 4.38
H 0.56 -1.13 5.55
H -0.84 -2.77 4.32
H -1.45 -2.30 1.95
O 4.10 -4.58 1.38
C 3.39 -3.86 0.73
C 2.51 -2.74 1.24
O 2.29 -2.43 2.40
C 1.93 -2.12 0.06
C 2.23 -2.83 -1.16
O 1.74 -2.59 -2.26
C 3.18 -3.95 -0.79
O 3.67 -4.76 -1.53
O 1.11 -1.15 0.06
Cl -1.36 -2.16 -1.09
C -1.18 -1.74 -2.80
C -0.90 -0.22 -2.84
O -1.51 0.48 -3.62
O -0.05 0.18 -1.99
H -2.10 -1.99 -3.34
H -0.32 -2.30 -3.18